No. 1
{
  "formula": "C18H35BNO12S5",
  "method": "ωB97M-V/def2-TZVPD",
  "homo_lumo_gap_ev": 6.9,
  "homo_ev": -5.52,
  "largest_force_ev_per_a": 9.634,
  "total_charge": -1,
  "symbols": ["C", "H", "C", "C", "H", "C", "H", "H", "H", "H", "O", "H", "H", "S", "H", "O", "H", "O", "O", "C", "O", "S", "O", "N", "O", "H", "O", "C", "C", "C", "C", "H", "C", "H", "H", "H", "H", "H", "H", "H", "C", "H", "C", "S", "H", "O", "H", "H", "S", "C", "C", "O", "B", "C", "C", "H", "H", "O", "H", "H", "H", "H", "S", "C", "H", "H", "H", "H", "H", "H", "O", "C"],
  "coordinates": [[3.552697, -6.101501, -2.887581], [-5.902951, -4.030676, 0.706134], [2.401424, 5.896649, 0.739833], [-0.555469, -1.167766, -1.724513], [3.033357, -6.381311, -3.808787], [1.903871, 4.598790, -0.190419], [4.311660, -6.513052, -0.043579], [1.996133, -1.498314, 0.506137], [4.571081, -6.505190, -2.936252], [-2.069432, -3.589506, 2.420546], [0.011508, 1.384952, -1.986501], [3.577392, 5.958847, 0.543588], [-3.756618, 6.019186, -0.059384], [-2.395347, -4.793664, 0.388849], [0.221439, 3.057261, -0.408825], [-0.801391, 8.848773, 3.326551], [0.154725, 0.391659, 1.235153], [-2.134086, 7.544769, 0.142306], [0.398342, 6.669502, 3.379763], [0.973462, -1.320072, 0.159337], [-1.428545, -3.854935, -0.144567], [-0.581872, 0.473496, -1.030843], [3.203300, -3.322107, -0.434283], [0.969214, 8.522208, 1.382293], [5.482355, -4.340751, -0.893154], [1.473052, 0.801004, 0.095346], [-1.883851, 0.709239, -0.439464], [3.454331, -5.955162, -0.430122], [-2.774088, -4.351425, 2.077825], [-2.878878, 6.544061, -0.637373], [3.598641, -4.591353, -2.708446], [-1.378246, -1.733387, -1.277125], [0.791901, -1.733050, -1.300487], [-0.678718, -1.117745, -2.807698], [-5.125328, -5.557933, 1.157848], [-0.451981, 4.817587, -0.227133], [1.947249, 4.931183, -1.313975], [1.772963, -6.406896, -1.708052], [2.719958, 3.755706, -0.056579], [-2.363467, 5.077071, 1.686488], [-4.939302, -4.505521, 0.912365], [4.334399, -4.104694, -3.350945], [-4.209229, -3.827604, 2.070822], [1.629191, 7.493224, 0.144804], [-2.679168, -5.250441, 2.692993], [2.800072, 8.317859, -0.521979], [2.933025, -7.732306, -1.573941], [-3.397938, 7.137236, -1.533550], [-0.192364, 7.722209, 2.401812], [-0.206075, 3.510685, 3.096057], [0.157328, 3.780049, 1.755845], [-2.440214, 5.941173, 2.192351], [-1.703709, 7.029396, 1.456989], [2.842123, -6.644157, -1.648545], [0.604918, 0.158671, 0.266875], [2.282970, 5.670818, 1.881383], [-4.204962, -2.742108, 1.913927], [0.642514, 7.194881, -1.043102], [-2.185428, 5.739518, -1.174924], [-0.779705, 3.373150, 4.132033], [0.828365, -2.819489, -1.422749], [-4.249520, -5.104609, -1.082203], [4.038442, -4.364658, -0.996488], [0.383697, 4.093831, 0.156410], [-3.963716, -3.384487, -0.669279], [-4.703959, -4.018746, 3.028217], [1.591452, -1.295995, -1.910520], [2.716379, -5.809771, 0.362852], [2.610987, -4.146351, -2.861940], [0.303368, -1.914243, 0.792480], [-2.203010, -6.226985, 0.320057], [-4.000716, -4.406685, -0.280965]],
  "atomic_forces_ev_per_a": [[0.12, -0.21, -0.14], [0.15, -0.09, 0.01], [1.41, -2.32, -0.11], [-0.05, -0.43, -0.29], [0.10, 0.05, 0.12], [0.08, 0.96, 0.17], [-0.05, 0.22, -0.05], [-0.26, 0.05, -0.10], [-0.11, 0.09, -0.04], [0.03, -0.23, -0.15], [-0.38, -0.02, 0.12], [-2.70, 0.42, 0.31], [1.91, 1.02, -0.82], [0.08, 0.14, -0.16], [0.28, 2.37, 1.27], [1.28, -2.95, -3.70], [0.02, 0.24, -0.26], [0.51, -3.06, 2.88], [-1.37, 2.20, -3.82], [0.17, -0.25, 0.24], [-0.02, -0.63, 0.06], [-0.25, -0.19, 0.20], [0.70, -0.32, -0.06], [-0.83, -3.63, -0.34], [-0.49, 0.18, 0.10], [-0.22, 0.01, -0.04], [0.27, 0.26, -0.40], [-0.22, -0.58, 0.36], [0.01, 0.16, 0.69], [-1.16, 0.11, -1.86], [-0.09, -0.05, -0.56], [0.16, 0.14, -0.04], [0.16, -0.15, -0.10], [-0.08, 0.19, 0.12], [0.01, 0.12, -0.09], [1.84, -1.11, 0.94], [-0.27, -0.61, 2.20], [0.15, -0.03, 0.02], [-1.89, 1.52, -0.02], [-0.09, 1.45, 0.92], [-0.23, -0.15, 0.10], [-0.05, 0.08, 0.23], [-0.23, 0.30, 0.16], [0.66, 3.84, -5.07], [0.07, 0.07, -0.21], [-3.17, -2.69, 3.07], [-0.04, 0.18, 0.02], [1.21, -1.19, 2.01], [1.73, 2.43, 5.56], [1.51, 1.86, -9.33], [-3.11, -1.73, 8.51], [2.00, 1.31, -2.80], [-2.67, -1.43, -1.37], [-0.30, -0.23, -0.10], [0.36, -0.01, 0.54], [-0.32, 0.73, -2.14], [0.00, -0.17, 0.02], [2.17, -0.25, 4.35], [-1.23, 1.76, 1.45], [1.88, 0.50, -2.95], [-0.05, 0.20, 0.06], [0.23, 0.06, 0.06], [0.01, 0.41, 0.10], [0.42, -1.48, 0.74], [0.08, -0.13, 0.04], [0.11, 0.05, -0.14], [-0.09, -0.05, 0.05], [0.25, 0.13, -0.07], [0.14, 0.01, 0.08], [0.06, 0.05, -0.16], [0.24, 0.41, -0.12], [-0.49, 0.09, -0.27]]
}



No. 2
{
  "formula": "C4H6N2OS",
  "method": "ωB97M-V/def2-TZVPD",
  "homo_lumo_gap_ev": 10.3,
  "relative_energy_kj_mol": 138.3,
  "smiles": "CNC(=O)[C@H](S)C#N",
  "homo_ev": -9.76,
  "largest_force_ev_per_a": 0.862,
  "total_charge": 0,
  "symbols": ["H", "N", "C", "S", "H", "H", "C", "C", "H", "C", "N", "H", "H", "O"],
  "coordinates": [[-0.794452, 0.352776, 1.271222], [-0.718850, 2.504178, -1.009511], [-1.136742, 0.237354, 0.228565], [-2.888860, -0.251146, 0.305604], [1.588583, -1.494722, -0.679050], [1.495566, 0.111691, 1.618182], [-0.274196, -0.861713, -0.450327], [1.758407, 0.214018, 0.576924], [2.848364, 0.032512, 0.477959], [-0.926822, 1.514666, -0.469624], [1.065382, -0.771317, -0.221021], [1.529724, 1.233293, 0.234040], [-2.782987, -1.085779, -0.741544], [-0.763119, -1.735807, -1.141418]],
  "atomic_forces_ev_per_a": [[-0.10, 0.05, -0.41], [0.01, 0.18, -0.10], [0.04, -0.09, 0.22], [0.11, 0.11, 0.00], [0.15, -0.09, -0.08], [-0.01, 0.07, 0.47], [0.39, -0.24, -0.11], [0.61, 0.23, -0.40], [-0.72, 0.20, 0.05], [-0.05, -0.36, 0.23], [-0.79, -0.19, -0.28], [0.20, -0.27, 0.14], [0.02, 0.00, -0.01], [0.15, 0.41, 0.29]]
}



No. 3
{
  "formula": "C7H9N2S2",
  "method": "ωB97M-V/def2-TZVPD",
  "homo_lumo_gap_ev": 7.9,
  "relative_energy_kj_mol": 221.7,
  "homo_ev": -11.60,
  "largest_force_ev_per_a": 6.377,
  "total_charge": 1,
  "symbols": ["H", "S", "H", "S", "C", "C", "H", "H", "C", "N", "C", "H", "H", "H", "C", "H", "C", "N", "C", "H"],
  "coordinates": [[3.694529, 0.749517, 0.176173], [-1.480203, -2.314046, 1.448726], [3.209334, -1.508050, 0.911249], [0.486970, -2.825718, 0.995114], [2.655497, 0.417414, 0.186780], [2.428785, -0.891511, 0.545867], [-1.701163, 1.289897, -0.401255], [-0.706003, 2.647729, -1.264415], [0.347043, 0.794138, -0.571353], [-2.417281, -0.001318, 0.498450], [1.069155, -1.331303, 0.455470], [-3.386162, 0.026362, 0.305894], [2.093343, 2.130530, -0.728902], [-1.322280, 1.219061, -1.919360], [1.661025, 1.250925, -0.378749], [-2.035475, -1.695619, -0.786520], [-1.751683, -1.156941, 0.146401], [-0.802247, 1.531206, -1.032962], [0.192493, -0.449997, -0.036652], [-2.235677, 0.117725, 1.450046]],
  "atomic_forces_ev_per_a": [[-0.42, 0.27, 0.18], [0.44, -0.23, 0.67], [0.52, -0.53, 0.28], [-0.47, -2.16, 0.58], [0.00, -0.16, -0.97], [-2.02, 0.25, -0.09], [1.59, 0.15, 0.31], [0.18, -3.46, 1.29], [2.54, 0.01, 1.22], [-0.47, 1.18, -1.09], [2.17, 1.39, 0.45], [-1.31, -0.23, -0.05], [-0.09, 1.87, -0.63], [1.86, -0.10, 0.85], [0.09, -1.08, -0.01], [0.13, 0.99, 0.46], [4.55, -0.81, -2.18], [-3.12, 3.24, -2.34], [-6.14, -1.42, -0.94], [-0.03, 0.83, 2.01]]
}



No. 4
{
  "formula": "C2H5F2N3",
  "method": "ωB97M-V/def2-TZVPD",
  "homo_lumo_gap_ev": 10.2,
  "relative_energy_kj_mol": 131.0,
  "smiles": "[H]/N=C(\\NN)C(F)F",
  "homo_ev": -9.43,
  "largest_force_ev_per_a": 2.070,
  "total_charge": 0,
  "symbols": ["H", "H", "F", "H", "N", "N", "H", "C", "C", "H", "F", "N"],
  "coordinates": [[-0.525795, -1.482478, 0.027715], [-2.704074, -0.692295, -0.759938], [1.564394, -0.955127, -0.789603], [1.825058, 0.980582, -0.793126], [-2.445660, -0.565070, 0.185295], [-1.019368, -0.593606, 0.239025], [-1.752215, 1.702801, -0.333509], [1.265859, 0.246478, -0.205684], [-0.279253, 0.502414, -0.156698], [-2.788872, -1.325132, 0.716130], [1.703776, 0.132587, 1.075077], [-0.733152, 1.690966, -0.317498]],
  "atomic_forces_ev_per_a": [[-0.88, 0.69, 0.17], [-0.60, -0.23, -1.21], [-0.41, -0.29, -0.14], [-0.31, 0.32, 0.55], [1.70, 1.18, 0.10], [1.14, -1.33, -0.33], [0.08, -0.07, 0.45], [-0.93, -0.14, 0.10], [-0.66, 1.03, 0.45], [-0.29, -0.71, 0.73], [0.20, 0.38, -0.12], [0.96, -0.85, -0.77]]
}



No. 5
{
  "formula": "C5H9NO",
  "method": "ωB97M-V/def2-TZVPD",
  "homo_lumo_gap_ev": 8.6,
  "relative_energy_kj_mol": 444.7,
  "homo_ev": -8.66,
  "largest_force_ev_per_a": 4.600,
  "total_charge": 0,
  "symbols": ["H", "H", "O", "N", "H", "C", "C", "H", "C", "C", "C", "H", "H", "H", "H", "H"],
  "coordinates": [[0.754066, 1.037337, 1.161449], [1.809084, 0.722530, -1.085200], [-1.678836, -1.575456, -0.430580], [-1.629633, 1.880276, 0.031208], [-0.738598, -0.010654, -1.408579], [0.868744, -0.824167, 0.081627], [-1.005344, -0.552737, -0.493777], [-2.307151, 0.263109, 1.199240], [1.877848, -0.355210, -0.932671], [-1.639921, 0.688457, 0.439614], [0.476306, -0.006990, 1.130307], [1.714032, -0.848119, -1.892026], [2.893297, -0.593264, -0.609007], [0.850699, -1.895048, 0.249034], [-2.262096, 2.495596, 0.544385], [0.017504, -0.425660, 2.014974]],
  "atomic_forces_ev_per_a": [[-0.18, 0.05, -0.17], [0.03, 0.00, 0.01], [0.99, -0.17, -0.02], [0.11, -0.04, -0.09], [0.98, -0.41, -0.16], [1.61, 0.82, 1.93], [-3.75, 2.44, 1.08], [0.10, 0.13, 0.23], [-0.37, 0.06, -0.29], [-0.32, -1.31, -1.44], [1.41, -1.42, -0.96], [0.04, 0.03, -0.03], [-0.07, -0.03, 0.06], [-0.49, 0.02, -0.19], [0.14, -0.14, 0.12], [-0.24, -0.02, -0.07]]
}



No. 6
{
  "formula": "C2H7N4",
  "method": "ωB97M-V/def2-TZVPD",
  "homo_lumo_gap_ev": [9.3, 9.3],
  "relative_energy_kj_mol": 407.4,
  "smiles": "C/N=N/C(N)=[NH2+]",
  "homo_ev": [-15.02, -15.02],
  "largest_force_ev_per_a": 9.875,
  "total_charge": 1,
  "symbols": ["N", "C", "H", "N", "H", "N", "H", "H", "H", "H", "N", "C", "H"],
  "coordinates": [[1.645084, 1.017659, -0.770737], [1.210321, -0.037359, -0.174194], [-2.460810, -0.621411, -0.953135], [1.890088, -1.003300, 0.463431], [1.286366, -1.705391, 0.917288], [-1.124641, 0.370040, 0.336695], [2.587606, 1.298761, -1.048071], [-2.747691, 1.153610, -0.274185], [-2.955713, -0.292434, 0.851973], [2.908726, -0.995911, 0.750410], [-0.062298, -0.394983, -0.387051], [-2.365068, 0.089285, -0.107358], [0.799629, 1.611146, -1.242361]],
  "atomic_forces_ev_per_a": [[-2.14, 3.73, -2.47], [1.66, -2.02, 1.50], [-0.02, 0.59, 0.45], [1.20, 0.25, 0.85], [0.72, 0.51, -0.45], [8.94, -3.13, -2.79], [-0.35, -0.44, 0.58], [-0.16, -1.33, -0.04], [0.88, 0.83, -1.83], [-1.85, 0.27, -0.74], [-8.66, 3.28, 2.87], [-3.29, -0.69, 0.61], [3.07, -1.85, 1.45]]
}